C4H5P | wB97M-V/def2-TZVPD

M in g/mol: 84.06
2S+1: 1
F_max in hartree/bohr: 0.0802
Orbital gap in eV: 8.1324

Last column: Löwdin charge in e.
Element x y z (Å)
C  0.7730  -0.3155  -0.0185  -0.599
C  -1.6381  -0.5164  0.0332  0.040
C  -0.4171  -1.0615  -0.0236  -0.236
C  1.2366  1.2303  -0.0118  -0.385
P  2.4363  -0.2026  0.0153  0.915
H  -2.5277  -1.1224  0.0257  0.054
H  -1.7698  0.5503  0.0914  0.062
H  -0.3022  -2.1380  -0.0714  0.095
H  1.1226  1.7790  -0.9347  0.027
H  1.0863  1.7968  0.8943  0.027